Record 1
The following is a DFT calculation (ωB97M-V/def2-TZVPD) of the molecule C27H25N3O4S.

XYZ file:
```
60
Properties=species:S:1:pos:R:3:forces:R:3:lowdin_charge:R:1
C -1.445841 -0.717704 -2.198109 -0.03 0.00 -0.25 -0.06
O -1.406789 -0.697502 -0.792025 0.26 -0.27 0.55 -0.10
C -0.514127 -1.518483 -0.151545 -0.23 0.08 0.01 -0.22
C 0.421952 -2.307596 -0.806082 -0.10 0.09 -0.21 -0.02
C 1.328946 -3.067703 -0.086036 -0.01 0.03 0.07 -0.07
C 1.305669 -3.060482 1.295300 0.08 -0.05 0.04 -0.07
C 0.360602 -2.298251 1.958943 -0.02 -0.09 -0.24 -0.01
C -0.554307 -1.528592 1.255638 0.40 -0.54 -0.38 -0.22
N -1.451457 -0.737740 1.997515 0.34 0.81 0.46 -0.16
C -2.833370 -0.600418 1.581985 -0.60 0.18 0.05 -0.14
C -3.722856 -0.468744 2.789071 -0.35 -0.12 0.04 -0.23
C -3.502340 -1.262975 3.906199 -0.09 -0.01 -0.07 -0.04
C -4.318172 -1.150521 5.016514 0.02 -0.09 0.04 -0.08
C -5.370102 -0.250124 5.018359 -0.07 0.05 0.08 -0.09
C -5.600016 0.538115 3.904787 -0.10 0.05 0.02 -0.08
C -4.778849 0.430166 2.796382 0.07 -0.14 -0.08 -0.05
S -0.754662 0.644735 2.643225 0.17 0.27 -0.04 0.70
O 0.436218 0.262087 3.334743 0.14 -0.08 -0.33 -0.25
O -1.761112 1.373800 3.350993 -0.09 0.04 -0.38 -0.25
C -0.323725 1.528826 1.145540 -0.15 -0.28 0.52 -0.23
C -1.208584 2.456648 0.631177 -0.09 0.15 0.03 -0.04
C -0.957481 3.010856 -0.614099 -0.08 -0.02 0.02 -0.05
C 0.138329 2.593812 -1.351212 0.09 -0.13 0.05 -0.02
C 1.016061 1.642755 -0.834553 -0.18 0.07 0.34 -0.12
C 2.194611 1.109354 -1.585194 -0.10 0.02 -0.07 -0.41
O 3.198599 0.727152 -1.026547 0.12 -0.08 0.11 0.10
N 1.997429 1.051800 -2.936640 -0.31 0.19 -0.08 0.15
C 2.851149 0.579843 -3.929709 0.28 -0.14 -0.29 -0.28
C 4.142611 0.120043 -3.689019 0.07 -0.02 0.03 0.04
C 4.897666 -0.319096 -4.766129 -0.32 0.09 -0.14 -0.26
C 6.296463 -0.811092 -4.578662 0.03 0.01 0.01 -0.04
C 4.318617 -0.277825 -6.034343 0.02 0.00 0.12 -0.04
C 3.026064 0.193400 -6.161792 0.19 -0.08 -0.13 -0.14
N 2.299889 0.614233 -5.139373 -0.31 0.16 0.32 0.11
C 0.793290 1.131804 0.441041 0.32 0.07 -0.14 0.01
H -0.487214 -0.421286 -2.634932 -0.02 -0.02 0.01 0.08
H -2.209144 0.006663 -2.478383 0.06 -0.04 -0.04 0.10
H -1.726461 -1.705307 -2.577634 0.04 0.03 0.01 0.10
H 0.469281 -2.319841 -1.883486 -0.04 0.03 -0.10 0.11
H 2.057908 -3.659860 -0.617684 0.07 -0.05 -0.05 0.11
H 2.016254 -3.646405 1.856363 0.07 -0.06 0.06 0.10
H 0.328204 -2.264068 3.035229 -0.03 -0.02 0.11 0.12
H -2.967825 0.260741 0.915812 -0.09 -0.17 -0.02 0.12
H -3.101398 -1.504271 1.025651 0.14 0.15 0.00 0.15
H -2.676367 -1.958297 3.902631 0.10 -0.07 0.05 0.11
H -4.132450 -1.765917 5.884668 0.02 -0.05 0.07 0.10
H -6.005434 -0.159572 5.887186 -0.04 0.01 0.07 0.10
H -6.416491 1.245644 3.901907 -0.06 0.06 0.00 0.10
H -4.956184 1.054346 1.931827 0.01 0.09 -0.09 0.11
H -2.063146 2.742536 1.224356 -0.13 0.09 0.01 0.12
H -1.623409 3.758438 -1.018205 -0.04 0.07 -0.01 0.11
H 0.319600 3.038899 -2.319605 0.02 0.04 -0.09 0.12
H 1.113164 1.366050 -3.315119 0.13 -0.09 0.11 0.12
H 4.533571 0.110998 -2.685895 0.02 0.00 0.05 0.10
H 6.531502 -0.918804 -3.523440 0.07 -0.03 0.04 0.08
H 6.432794 -1.770302 -5.075048 0.05 -0.06 0.00 0.08
H 6.999578 -0.105907 -5.021346 0.08 0.01 0.00 0.09
H 4.869831 -0.608484 -6.900854 0.04 -0.04 -0.12 0.11
H 2.536245 0.241224 -7.125380 0.04 -0.03 -0.12 0.10
H 1.485430 0.425431 0.871905 0.14 -0.09 -0.03 0.13
```
Positions in Å, forces in eV/Å.

Summary:
total charge = 0
max |F| = 0.0193 Eh/bohr
highest occupied orbital energy = -8.583 eV
spin multiplicity = 1
orbital gap = 8.71 eV

Record 2
The following is a DFT calculation (ωB97M-V/def2-TZVPD) of a cluster of 2 separate species, C27H25N3O6 in total at a distorted geometry.

XYZ file:
```
61
Properties=species:S:1:pos:R:3:forces:R:3:lowdin_charge:R:1
C 0.903963 2.519079 5.325896 0.24 -0.18 -0.18 -0.03
O 1.364326 1.258106 4.807281 0.24 0.27 0.37 -0.09
C 2.410924 1.231150 3.956492 0.26 0.68 -0.12 -0.22
C 3.272446 2.315949 3.678223 -0.40 -0.50 0.07 0.00
C 4.281447 2.148754 2.725825 -0.06 -0.14 0.33 -0.06
C 4.513910 0.926012 2.095221 -0.32 -0.58 0.16 -0.01
C 3.674298 -0.168430 2.415093 0.40 0.61 -0.37 -0.20
O 3.776234 -1.417080 1.901375 0.41 -0.25 -0.32 -0.10
C 4.873484 -1.779088 1.031270 -0.25 0.56 0.29 -0.03
C 2.605900 0.012387 3.301752 0.44 0.16 -0.05 -0.06
N 1.729828 -1.089648 3.564829 -0.70 -0.69 0.44 0.11
C 0.361703 -1.093418 3.489932 2.11 -1.55 0.40 -0.05
C -0.453721 -0.010683 2.948522 -0.49 3.28 -1.57 -0.25
C -1.919316 -0.244175 2.898813 -0.06 0.62 -0.14 -0.06
C -2.787766 0.400426 3.693037 0.79 -0.14 -0.14 -0.02
C -4.214851 0.117738 3.744324 -1.38 -0.13 -0.21 -0.21
C -5.037867 0.757434 4.699891 0.55 -0.21 -0.28 -0.04
C -6.401029 0.498910 4.772496 -0.21 -0.35 -0.31 -0.08
C -6.979767 -0.431525 3.893179 0.41 0.19 0.07 -0.08
C -6.182458 -1.083597 2.943033 0.23 0.23 0.13 -0.07
C -4.817911 -0.798839 2.850666 -0.14 0.39 0.57 -0.02
O 0.077137 1.025530 2.516884 -0.93 -2.43 1.04 0.15
N -0.039289 -2.322898 3.888903 0.68 0.36 -0.13 -0.02
C -1.381618 -2.860667 3.982430 -0.85 -0.67 0.18 0.01
C 1.068394 -3.096772 4.210906 -1.01 0.21 -0.07 0.01
C 2.152712 -2.335361 4.030323 0.27 0.98 -0.44 0.03
H 0.061112 2.268939 5.974118 0.20 0.11 -0.12 0.10
H 1.693267 3.016302 5.900885 -0.17 -0.12 -0.01 0.09
H 0.575049 3.169219 4.509377 0.02 -0.12 0.06 0.11
H 3.142647 3.265562 4.204975 0.03 -0.39 -0.36 0.11
H 4.927962 2.998716 2.502956 -0.18 -0.27 0.01 0.12
H 5.331331 0.809157 1.375159 -0.43 0.06 0.35 0.11
H 4.743403 -2.843874 0.842731 0.02 0.16 -0.01 0.09
H 4.824674 -1.216770 0.088523 -0.01 -0.15 0.25 0.10
H 5.839559 -1.599381 1.524702 -0.27 -0.03 -0.10 0.10
H -2.235604 -0.834142 2.036322 -0.09 -0.10 0.31 0.11
H -2.409577 1.172156 4.373580 -0.08 -0.37 -0.02 0.13
H -4.571659 1.462519 5.390452 -0.18 -0.10 -0.17 0.11
H -7.021573 1.018439 5.507094 0.23 -0.18 -0.26 0.10
H -8.049899 -0.631783 3.936886 0.27 0.03 0.02 0.10
H -6.622084 -1.808626 2.256304 0.07 0.27 0.18 0.11
H -4.212135 -1.251999 2.073812 -0.19 0.02 0.00 0.10
H -1.261776 -3.879845 4.373799 -0.15 0.31 -0.10 0.10
H -2.006795 -2.283345 4.679487 0.28 -0.14 -0.42 0.11
H -1.866025 -2.929732 2.997184 0.20 0.17 0.43 0.11
H 0.967820 -4.124168 4.530848 -0.01 0.24 -0.03 0.14
H 3.184438 -2.596956 4.161637 0.11 0.25 -0.02 0.14
O -5.000679 4.898839 1.729255 -0.18 0.05 -1.88 0.02
N -5.124766 4.919475 0.486467 -0.75 1.55 1.09 -0.33
O -5.709961 5.841580 -0.117175 0.85 -1.30 1.09 0.02
C -4.576253 3.834882 -0.294253 0.44 -0.85 -1.24 -0.21
C -4.722099 3.890952 -1.689504 -0.16 0.28 0.16 -0.07
C -4.189260 2.851471 -2.458054 -0.02 0.26 0.36 -0.13
C -3.554548 1.779562 -1.865118 0.13 -0.41 1.07 -0.04
C -3.463743 1.615871 -0.405911 -0.85 1.70 -1.25 -0.47
O -3.047947 0.577209 0.148077 0.57 -0.93 0.58 -0.11
C -3.938892 2.777141 0.330296 0.09 -0.52 0.11 0.04
H -5.233333 4.735364 -2.134831 0.09 -0.17 0.02 0.09
H -4.284707 2.901004 -3.543597 0.06 -0.03 0.23 0.09
H -3.132365 0.973421 -2.460736 -0.11 0.07 0.01 0.09
H -3.841885 2.774596 1.409334 -0.05 -0.04 -0.05 0.10
```
Positions in Å, forces in eV/Å.

Summary:
total charge = 0
max |F| = 0.0713 Eh/bohr
highest occupied orbital energy = -5.330 eV
spin multiplicity = 1
orbital gap = 3.61 eV

Record 3
The following is a DFT calculation (ωB97M-V/def2-TZVPD) of a structure of composition C27H25N3OOsS3.

XYZ file:
```
60
Properties=species:S:1:pos:R:3:forces:R:3:lowdin_charge:R:1
Os 0.841756 -0.094913 0.323600 0.07 -0.03 -0.26 1.40
O 1.459448 0.185055 2.226014 -0.14 0.17 0.14 -0.74
S 0.420991 0.591053 3.344845 0.26 -0.10 -0.03 1.15
C 1.023121 -0.304253 4.739452 -0.04 0.04 0.08 -0.39
C 1.808355 -1.441120 4.600516 -0.03 -0.02 0.01 -0.06
C 2.210636 -2.101181 5.749743 0.01 0.01 -0.06 -0.04
C 1.825386 -1.630018 6.999394 -0.02 0.03 0.02 -0.03
C 1.046575 -0.486975 7.117261 0.01 -0.03 0.03 -0.04
C 0.645649 0.195271 5.979890 0.00 0.02 -0.03 -0.07
C -1.022893 -0.300622 2.837223 -0.23 0.03 0.11 -0.41
C -2.247264 0.327161 3.019186 0.17 -0.06 0.04 -0.07
C -3.398374 -0.321708 2.595578 0.00 -0.04 -0.04 -0.03
C -3.307073 -1.560877 1.976179 0.00 -0.02 -0.01 -0.03
C -2.071857 -2.175857 1.791790 -0.11 -0.03 -0.04 -0.04
C -0.915733 -1.554497 2.234484 0.09 0.13 0.01 -0.12
H 2.117159 -1.785328 3.623370 0.02 -0.01 -0.01 0.11
H 2.831141 -2.983096 5.671290 0.00 0.00 0.00 0.12
H 2.145606 -2.153297 7.890070 0.00 0.00 0.00 0.12
H 0.762193 -0.118671 8.093000 0.00 0.00 0.00 0.12
H 0.054506 1.099936 6.059879 0.01 0.00 0.00 0.12
H -2.296528 1.308039 3.475822 -0.01 0.01 0.00 0.12
H -4.363342 0.145471 2.737755 0.00 0.00 0.00 0.13
H -4.206108 -2.059538 1.639679 0.00 0.00 0.01 0.12
H -2.016280 -3.152165 1.329902 0.00 0.00 -0.02 0.12
H 0.047012 -2.046839 2.149209 0.01 -0.12 0.10 0.10
C 2.997310 0.922336 -2.665036 0.01 0.01 -0.02 -0.02
N 3.182250 -0.515643 -2.668366 0.01 -0.01 0.01 -0.13
C 3.300832 -1.267808 -3.929433 0.00 0.00 0.00 -0.07
C 3.459487 -2.727185 -3.459818 0.00 -0.01 0.00 -0.08
N 3.343794 -2.588667 -2.002985 -0.03 -0.03 0.00 0.06
C 3.206313 -1.325949 -1.629054 0.01 0.06 0.00 -0.74
S 3.155857 -0.851348 0.047251 -0.04 -0.06 0.04 0.67
H 3.666333 1.364295 -3.401334 0.00 0.01 0.00 0.11
H 3.241764 1.320990 -1.684077 0.00 0.00 0.01 0.06
H 1.967424 1.177359 -2.923537 0.00 0.00 0.00 0.10
H 4.165278 -0.908404 -4.485891 -0.01 0.00 -0.01 0.14
H 2.406567 -1.116391 -4.533313 -0.01 0.00 0.00 0.12
H 4.427296 -3.146282 -3.726958 0.00 0.00 0.00 0.13
H 2.673322 -3.373896 -3.843482 0.01 0.00 0.00 0.12
H 3.431011 -3.342764 -1.342974 0.02 0.00 0.00 0.15
S -0.671462 -1.793840 -3.734547 0.02 -0.02 0.00 0.82
C -0.169283 -1.230182 -2.369937 -0.01 -0.01 -0.03 -0.88
N 0.221641 -0.793047 -1.322850 -0.04 0.09 0.01 -0.19
C 1.120106 5.340792 1.659595 0.00 -0.02 0.00 -0.03
C 2.019850 4.274656 1.514048 0.00 0.00 0.00 -0.03
C 1.591457 3.046734 1.063847 0.01 0.00 -0.01 -0.05
C 0.236645 2.823758 0.751214 -0.01 0.00 0.03 -0.20
C -0.277816 1.549712 0.307776 -0.03 0.05 -0.03 -0.28
C -1.621842 1.461888 -0.098634 0.01 -0.03 -0.04 -0.10
C -2.485024 2.544135 0.005824 0.01 0.01 0.00 -0.04
C -2.018457 3.747534 0.496807 -0.01 -0.02 0.00 0.04
C -0.665897 3.914239 0.871669 0.01 0.01 -0.01 -0.16
C -0.199752 5.163674 1.335788 0.00 -0.01 0.01 0.01
H 1.472618 6.300487 2.011149 0.00 0.00 0.00 0.12
H 3.066260 4.422507 1.745944 0.00 0.00 0.00 0.12
H 2.322112 2.256853 0.933389 -0.01 -0.01 0.00 0.08
H -2.006796 0.520004 -0.471198 0.00 0.00 0.00 0.10
H -3.517902 2.441988 -0.298349 0.00 0.00 0.01 0.12
H -2.688320 4.594467 0.583163 0.00 0.00 0.00 0.13
H -0.902962 5.982257 1.424294 0.00 0.00 0.00 0.13
```
Positions in Å, forces in eV/Å.

Summary:
total charge = +2
max |F| = 0.0056 Eh/bohr
highest occupied orbital energy (alpha / beta) = -13.641 / -13.816 eV
spin multiplicity = 5
orbital gap (alpha / beta) = 7.91 / 5.60 eV

| no. | molar mass (g mol⁻¹) |
| --- | --- |
| 1 | 487.6 |
| 2 | 487.5 |
| 3 | 693.9 |